[1]
Density functional theory data (ωB97M-V with the def2-TZVPD basis set) for a 2-piece molecular cluster, C2H3F2NO2 overall.

Its highest occupied orbital energy is -11.65 eV. The charge is 0. The LUMO energy comes out at -1.269 eV.

The geometry in XYZ format:
```
10
Properties=species:S:1:pos:R:3:forces:R:3:nbo_charge:R:1
C -0.52598 -0.28817 1.13095 0.82 -0.26 2.43 -0.39
C -0.90075 0.52318 0.22639 -2.33 -0.16 -4.14 0.45
N -0.30481 1.78931 -0.05463 0.02 0.17 2.51 0.51
O 0.15006 2.37067 0.92207 0.15 0.25 -1.43 -0.33
O -0.39006 2.13225 -1.19677 0.12 2.93 -0.14 -0.37
F 0.63302 0.41065 -2.30775 -0.21 1.26 -0.79 -0.60
F -1.78142 0.30275 -0.80755 0.73 -0.57 1.86 -0.30
H 0.13645 0.07798 1.88469 0.59 0.36 0.05 0.25
H -0.90303 -1.22952 1.36808 -0.84 -1.40 -0.36 0.24
H 0.23583 1.31789 -2.31175 0.96 -2.57 0.00 0.56
```
Forces are in eV/Å.

***

[2]
Density functional theory data (ωB97M-V with the def2-TZVPD basis set) for C25H20Cl2N3O2SZr as an isolated structure.

Its highest occupied orbital energy is -11.63 eV. The charge is +1. The LUMO energy comes out at -4.464 eV.

The geometry in XYZ format:
```
54
Properties=species:S:1:pos:R:3:forces:R:3:nbo_charge:R:1
Zr -0.73026 -0.35994 -0.66073 -0.32 -0.09 -0.33 1.85
C 0.61788 1.90158 4.70320 -0.01 0.01 -0.01 -0.16
C 0.67603 2.35784 3.39530 0.00 -0.02 0.01 -0.19
C 0.57477 1.46397 2.34118 0.02 -0.01 0.00 -0.21
C 0.43937 0.10648 2.60758 -0.05 0.06 0.00 0.13
C 0.36919 -0.35680 3.92294 0.00 -0.02 -0.07 -0.20
C 0.45832 0.54479 4.96453 0.00 0.02 0.00 -0.20
N 0.31885 -0.81037 1.51060 0.10 0.02 0.12 -0.19
N 0.61156 -1.97935 1.80999 -0.03 -0.02 -0.04 -0.11
C 0.35388 -2.95615 0.82610 0.03 0.03 0.01 0.30
C 0.83300 -4.22668 1.07856 -0.01 -0.03 -0.01 -0.20
C 0.56941 -5.22561 0.15317 0.01 0.03 0.01 -0.13
C -0.18888 -4.91248 -0.96030 -0.01 0.00 0.01 -0.22
C -0.64281 -3.61303 -1.12592 -0.02 -0.03 -0.02 0.08
N -0.36494 -2.63665 -0.25852 0.03 -0.08 0.05 -0.52
H 0.68373 2.60510 5.52234 0.01 -0.01 0.00 0.23
H 0.79694 3.41281 3.19146 0.00 0.00 0.00 0.23
H 0.61345 1.82385 1.32607 0.00 -0.02 -0.02 0.24
H 0.22601 -1.41019 4.11186 0.00 0.00 0.02 0.24
H 0.39500 0.19200 5.98472 0.00 0.00 0.00 0.23
H 1.39045 -4.40443 1.98652 0.01 0.00 0.00 0.25
H 0.93773 -6.23036 0.30783 0.00 0.00 0.01 0.24
H -0.44286 -5.66153 -1.69620 -0.01 0.01 -0.01 0.25
H -1.26296 -3.33505 -1.96611 0.02 0.00 -0.01 0.24
S -2.58570 -1.00142 -2.13648 -0.01 -0.07 -0.01 -0.15
C -1.35856 -0.42736 -3.27554 -0.01 0.20 -0.04 -0.26
C -1.02554 0.93268 -3.28931 -0.05 -0.13 -0.01 -0.27
C -0.02860 1.40696 -4.14308 0.04 -0.03 -0.03 -0.17
C 0.62718 0.53451 -4.98649 -0.02 0.01 0.02 -0.19
C 0.28419 -0.82253 -4.99667 0.00 0.01 0.01 -0.21
C -0.68967 -1.30189 -4.14952 0.03 0.00 -0.03 -0.16
H -1.59260 1.62022 -2.66901 0.01 0.03 -0.02 0.25
H 0.22318 2.45892 -4.14531 -0.02 0.00 0.01 0.23
H 1.39410 0.90232 -5.65473 0.00 -0.01 0.00 0.23
H 0.78566 -1.49947 -5.67586 0.00 0.00 0.00 0.23
H -0.96190 -2.34923 -4.16614 -0.01 0.00 0.01 0.22
Cl 1.33885 1.19078 -1.13368 0.08 0.06 0.07 0.02
C 1.38231 -0.61095 -1.41148 0.21 -0.05 0.02 -0.86
H 2.21107 -1.00007 -0.82502 -0.02 0.02 0.03 0.23
H 1.56308 -0.76024 -2.47458 -0.01 0.03 -0.01 0.24
Cl -6.43361 3.29163 4.46820 -0.01 0.00 0.01 0.05
C -5.27686 2.52665 3.44291 0.00 -0.01 -0.01 0.00
C -5.21103 1.13903 3.40982 0.00 0.00 0.01 -0.24
C -4.27986 0.53150 2.59049 0.01 -0.01 -0.02 -0.14
C -3.42598 1.30945 1.81127 0.03 0.05 -0.01 -0.15
C -3.50456 2.70002 1.85096 0.00 -0.01 0.00 -0.15
C -4.43356 3.31336 2.66894 0.00 0.02 0.00 -0.23
C -2.43208 0.65933 0.95819 0.10 0.27 -0.03 0.79
O -1.62296 1.35992 0.22411 -0.13 -0.01 0.18 -0.77
O -2.30373 -0.59558 0.90815 0.02 -0.22 0.11 -0.70
H -5.88357 0.55415 4.02064 0.00 0.00 0.00 0.24
H -4.20625 -0.54635 2.54345 -0.01 0.00 0.01 0.24
H -2.83706 3.29241 1.24044 0.00 -0.01 0.00 0.24
H -4.51269 4.39017 2.71385 0.00 0.00 0.00 0.24
```
Forces are in eV/Å.

***

[3]
Density functional theory data (ωB97M-V with the def2-TZVPD basis set) for C38H26Br2LiN9O3 as an isolated structure.

Its highest occupied orbital energy (spin up / spin down) is -0.38 / -0.68 eV. The charge is -2. The LUMO energy (spin up / spin down) comes out at 3.830 / 3.830 eV.

The geometry in XYZ format:
```
79
Properties=species:S:1:pos:R:3:forces:R:3:mulliken_charge:R:1
Li 0.76519 0.56699 -0.13341 0.01 -0.07 0.21 1.24
Br -2.36956 10.19131 -0.24832 0.00 0.01 0.00 -0.31
C -3.21323 8.52344 0.16716 0.05 -0.01 -0.04 -0.12
C -4.20933 8.48159 1.13217 -0.04 -0.03 0.02 -0.44
C -4.81560 7.27744 1.43034 0.00 0.16 0.02 -0.31
C -4.44747 6.07134 0.79085 -0.04 -0.20 0.01 -0.04
C -3.42325 6.16145 -0.18852 -0.02 -0.11 0.07 0.30
C -2.82175 7.36546 -0.49178 0.00 0.08 0.03 -0.25
N -5.20223 4.96711 1.07174 0.12 0.27 0.10 -1.29
N -4.84792 3.74276 0.73672 0.01 -0.23 -0.12 -0.29
C -3.57771 3.24824 0.85339 0.00 -0.05 -0.12 -0.17
C -2.53475 3.78099 1.58315 -0.01 0.09 -0.01 -0.19
C -1.24948 3.21333 1.86252 0.04 -0.03 0.23 -0.99
C -0.50701 2.30653 1.17075 -0.37 0.17 -0.52 -0.37
O 0.54211 1.68999 1.39488 0.19 0.12 0.02 -0.90
C -2.31479 1.21276 -0.03432 0.34 0.00 0.04 -0.01
N -2.19807 -0.06952 -0.33398 0.04 0.00 0.03 -0.04
C -3.28476 -0.82548 -0.29247 -0.02 0.08 0.01 -0.71
C -4.53070 -0.30120 0.02285 0.02 -0.04 -0.04 -0.77
C -4.62305 1.03867 0.34004 0.03 0.16 0.06 -0.85
C -3.48618 1.85911 0.36056 -0.17 -0.26 0.02 1.44
H -4.51050 9.38769 1.64373 0.00 0.00 0.00 0.36
H -5.60737 7.23464 2.16873 0.00 -0.01 0.00 0.37
H -3.09205 5.26620 -0.69232 -0.02 0.03 -0.02 0.23
H -2.03343 7.39969 -1.23303 0.01 0.00 -0.01 0.44
H -2.74018 4.71319 2.09521 -0.04 0.03 -0.03 0.39
H -0.72905 3.57531 2.74432 -0.02 0.05 0.00 0.38
H -3.15336 -1.87591 -0.53163 0.00 -0.01 -0.01 0.47
H -5.40798 -0.93583 0.02352 0.00 0.00 0.01 0.42
H -5.56171 1.50703 0.60148 -0.01 -0.01 0.00 0.48
N -1.16451 0.33107 3.49921 0.18 -0.11 0.21 -0.18
C -0.65017 -0.87848 3.25810 -0.06 0.16 -0.06 0.32
N -0.69971 -1.79650 4.23752 -0.01 -0.11 0.08 -0.74
C -0.22234 -2.98564 3.89727 -0.02 0.03 -0.03 0.31
N -0.28784 -3.97424 4.84937 0.03 0.04 0.05 -0.45
N 0.29420 -3.33004 2.71476 -0.02 0.10 0.00 -0.66
C 0.30372 -2.32065 1.83348 0.12 -0.01 -0.17 -0.24
N -0.13575 -1.10173 2.03405 -0.04 -0.15 0.00 0.13
C 0.87693 -2.61083 0.47299 -0.20 0.05 0.26 0.75
C 1.31014 -3.89338 0.16353 0.00 0.00 -0.08 -0.77
C 1.80995 -4.13203 -1.10616 -0.02 0.02 0.02 -0.38
C 1.85345 -3.08549 -2.00994 -0.03 0.03 -0.03 -0.88
C 1.40544 -1.83243 -1.60811 -0.06 -0.10 0.04 -0.04
N 0.92387 -1.59434 -0.38796 0.27 -0.11 -0.17 0.31
H -1.43354 0.54555 4.44254 -0.07 -0.05 -0.03 0.24
H -0.97430 1.09946 2.86536 -0.07 -0.10 -0.04 0.15
H -0.39555 -3.63788 5.79152 -0.01 -0.01 -0.01 0.27
H 0.35644 -4.73419 4.71327 -0.02 -0.01 -0.02 0.26
H 1.24334 -4.66694 0.91307 0.00 0.00 0.02 0.44
H 2.15703 -5.12124 -1.38051 0.00 0.01 -0.01 0.40
H 2.23089 -3.21711 -3.01512 0.01 -0.01 0.00 0.42
H 1.44767 -0.97271 -2.26734 0.05 0.02 -0.01 0.15
C 1.91408 1.28114 -1.68821 -0.12 -0.04 -0.10 -1.86
C 2.14861 1.75272 -2.79750 0.16 -0.06 -0.05 0.66
C 2.41045 2.29043 -4.09653 -0.01 0.01 0.04 0.33
C 1.65993 3.36458 -4.59151 -0.02 -0.01 -0.02 -0.28
C 1.89427 3.87321 -5.85768 -0.03 0.01 -0.01 -0.47
C 2.88780 3.33292 -6.66513 -0.01 0.00 -0.01 -0.42
C 3.64435 2.27103 -6.18623 0.01 -0.01 -0.01 -0.36
C 3.40923 1.75605 -4.92140 0.02 -0.01 0.00 -0.51
H 0.87937 3.77831 -3.96774 -0.02 0.01 0.00 0.44
H 1.28519 4.69298 -6.22039 0.01 0.00 0.00 0.36
H 3.06282 3.72792 -7.65867 0.01 0.01 0.00 0.35
H 4.42080 1.83532 -6.80599 0.00 0.01 0.00 0.34
H 3.99579 0.92551 -4.54850 0.00 0.00 0.00 0.42
Br -2.80749 1.33404 -7.00006 0.02 0.01 0.03 -0.31
C -2.27797 1.90584 -5.25926 0.00 -0.04 -0.03 -0.09
C -1.82836 0.96431 -4.32640 -0.03 0.00 -0.04 -0.81
C -1.45654 1.35681 -3.06833 -0.01 0.01 0.04 0.30
C -1.52177 2.73075 -2.68851 0.00 -0.10 0.11 0.59
C -1.95645 3.67674 -3.68045 0.01 0.00 0.01 -0.92
C -2.33208 3.26075 -4.93166 0.02 0.03 -0.01 -0.45
C -1.14486 3.28890 -1.47927 0.08 0.87 -0.50 0.23
O -0.82724 4.30261 -0.96946 0.03 -0.40 0.09 -0.56
O -1.11402 1.91572 -0.18702 -0.20 -0.15 0.46 1.04
H -1.75396 -0.07867 -4.60605 -0.01 0.00 0.00 0.43
H -1.07649 0.62700 -2.37526 0.04 -0.05 0.06 0.43
H -1.99466 4.72578 -3.42028 -0.02 0.02 0.00 0.43
H -2.66691 3.98484 -5.66307 -0.01 0.00 0.00 0.41
```
Forces are in eV/Å.

***

[4]
Density functional theory data (ωB97M-V with the def2-TZVPD basis set) for C19H23IrN6S as an isolated structure.

As for the spin multiplicity: 6. Its highest occupied orbital energy (spin up / spin down) is -17.63 / -18.43 eV. The charge is +3. The LUMO energy (spin up / spin down) comes out at -10.351 / -12.337 eV.

The geometry in XYZ format:
```
50
Properties=species:S:1:pos:R:3:forces:R:3:mulliken_spin:R:1
Ir 0.39034 0.08322 0.35885 0.18 0.04 -0.29 2.55
C -2.00246 -1.34170 -2.70039 0.95 0.41 -2.04 0.01
C -0.71113 -1.56753 -1.97589 -0.85 -0.02 1.07 0.12
C 0.49530 -1.76276 -2.63702 0.37 -0.51 0.39 0.09
C 1.60129 -2.32823 -1.98525 -0.23 -0.11 0.90 0.12
C 2.82341 -2.59112 -2.79409 0.15 -0.79 -0.21 0.01
C 1.53994 -2.64303 -0.55468 -1.98 2.59 -2.09 0.30
C 0.39848 -2.17584 0.20622 -0.60 -0.87 -0.83 0.08
C 0.15075 -2.66433 1.60348 0.73 0.74 1.03 0.00
C -0.74867 -1.71487 -0.52422 -0.06 0.37 -0.60 0.06
H -1.88663 -0.79971 -3.66698 0.50 -0.23 0.55 0.00
H -2.74405 -0.76139 -2.21050 -0.69 0.05 0.99 0.00
H -2.40947 -2.28709 -3.07815 -0.08 -0.16 0.56 0.02
H 0.56974 -1.60913 -3.70717 -0.11 0.07 0.02 0.00
H 3.46830 -1.69868 -2.80493 0.02 -0.38 0.05 0.01
H 2.58031 -2.86362 -3.82464 -0.21 0.50 -0.01 0.00
H 3.35188 -3.49015 -2.46438 0.27 0.43 0.45 0.00
H 2.36859 -3.03655 -0.06850 1.38 -0.89 0.78 -0.01
H 1.03707 -2.52994 2.25411 -0.25 -0.58 -0.45 0.00
H -0.20206 -3.68586 1.57614 0.23 -0.45 0.07 0.02
H -0.62474 -2.10887 2.12914 -0.29 0.18 -0.27 0.00
H -1.73682 -1.69626 -0.03581 0.65 -0.20 -0.24 0.00
N 4.15902 0.96045 2.82133 -2.32 0.24 -0.03 0.18
C 2.96786 0.82070 2.21617 1.59 -0.27 1.33 -0.07
S 2.83097 0.24974 0.59011 0.02 0.44 0.90 0.23
N 1.94134 1.11449 3.15040 -0.99 -0.31 -1.58 0.57
N 0.74621 0.89344 2.60639 0.53 0.19 0.05 0.02
C -0.32857 1.26034 3.27257 0.19 1.07 1.53 0.18
C -1.60592 1.12349 2.63373 -1.30 -0.08 -1.06 0.01
C -2.80714 1.51624 3.34220 3.08 -1.87 -2.54 0.10
C -3.98804 1.51229 2.60670 0.09 0.85 3.24 -0.03
C -3.98543 1.10161 1.30320 -1.67 0.47 0.89 0.07
C -2.85213 0.63319 0.72961 2.79 0.58 1.84 -0.01
N -1.63216 0.65976 1.30311 -0.89 1.12 2.35 0.15
H 5.03307 0.74815 2.40189 0.73 -0.18 -0.63 -0.01
H 4.17015 1.29364 3.78868 -0.02 -0.12 -0.31 -0.01
H -0.26497 1.81096 4.29490 0.08 -1.20 -1.74 0.00
H -2.58911 1.54366 4.38431 -0.92 0.86 0.84 0.00
H -4.81632 1.83275 3.27189 -0.19 -0.33 -1.43 0.00
H -4.93415 1.11457 0.81924 -0.37 -0.18 -0.75 0.00
H -2.78824 0.24723 -0.20110 -0.47 -1.07 -3.01 0.04
N 1.32671 2.45162 -1.44789 0.82 1.11 -1.05 -0.02
C 1.02418 3.40937 -2.38859 0.44 -1.46 0.69 0.03
C -0.32570 3.24076 -2.66961 1.26 -0.62 1.72 0.01
C -0.76234 2.24207 -1.78222 0.30 -0.03 -0.95 0.00
N 0.27174 1.72240 -1.10288 -0.93 -0.15 0.39 0.14
H 2.23629 2.12982 -1.16066 0.20 0.31 0.13 0.00
H 1.81970 4.05343 -2.79117 -0.65 -0.37 0.22 0.00
H -0.82108 3.77772 -3.40606 -1.18 0.80 -0.90 0.00
H -1.73531 1.80954 -1.68157 -0.31 0.01 0.04 0.00
```
Forces are in eV/Å.

***

[5]
Density functional theory data (ωB97M-V with the def2-TZVPD basis set) for an isolated molecule of C5H10O2.

Its highest occupied orbital energy is -9.56 eV. The charge is 0. The LUMO energy comes out at 0.938 eV.

The geometry in XYZ format:
```
17
Properties=species:S:1:pos:R:3:forces:R:3:nbo_charge:R:1
C 2.37332 -0.02808 0.59465 0.18 0.03 0.19 -0.25
O 1.56426 -0.10510 -0.55682 0.03 -0.03 -0.11 -0.55
C 0.33548 -0.78293 -0.38458 -0.19 -0.12 0.05 -0.04
C -0.83156 0.15708 -0.73216 -0.04 0.00 0.01 -0.35
C -2.18318 -0.42080 -0.33037 -0.05 -0.05 0.01 -0.61
C -0.57425 1.49026 -0.05470 -0.16 0.12 0.25 0.45
O -1.21050 1.90206 0.88763 0.24 -0.15 -0.38 -0.53
H 1.78469 0.20560 1.49424 0.07 -0.01 -0.16 0.17
H 3.09098 0.78030 0.43062 -0.07 -0.14 0.03 0.19
H 2.92550 -0.96273 0.76877 -0.11 0.10 -0.02 0.17
H 0.22029 -1.12997 0.65308 0.03 0.09 -0.13 0.17
H 0.31521 -1.66897 -1.03379 -0.03 0.12 0.10 0.19
H -0.79322 0.34041 -1.81573 0.01 0.02 0.14 0.22
H -2.98138 0.30034 -0.52977 0.11 -0.12 0.01 0.23
H -2.40585 -1.34161 -0.87956 0.08 0.12 0.07 0.21
H -2.20687 -0.63772 0.74227 0.01 0.03 -0.15 0.22
H 0.26955 2.07427 -0.47138 -0.12 -0.01 0.08 0.12
```
Forces are in eV/Å.

***

E (computed, Ha): -482.8187; -2644.9744; -7337.7521; -1567.6895; -346.9556